P:
The following is a DFT calculation (the ωB97M-V functional and the def2-TZVPD basis) of one molecule with the formula C2H6O2.

Summary:
* HOMO energy: -9.5 eV
* SMILES: OCCO
* E_LUMO: 0.82 eV
* 2S+1: 1

Element x y z (Å)
O1 1.851 0.048 -0.167
C1 0.613 -0.474 0.093
C2 -0.581 0.464 -0.014
O2 -1.823 -0.082 0.031
H1 2.157 0.670 0.456
H2 0.324 -0.810 1.226
H3 0.437 -1.118 -0.621
H4 -0.553 1.165 0.537
H5 -0.276 0.913 -0.851
H6 -2.149 -0.775 -0.691


Q:
The following is a DFT calculation (the ωB97M-V functional and the def2-TZVPD basis) of a 2-piece molecular cluster, C2H6O2 overall.

Summary:
* HOMO energy: -11.2 eV
* SMILES: O=CO.C
* E_LUMO: 0.79 eV
* 2S+1: 1

Element x y z (Å)
O1 -1.513 0.998 0.094
C1 -1.837 0.668 1.193
O2 -1.944 -0.622 1.604
H1 -1.934 1.327 2.071
H2 -2.239 -1.128 0.823
C2 1.932 -0.252 -1.136
H3 1.928 -1.318 -1.361
H4 1.449 0.237 -1.988
H5 2.914 0.186 -0.998
H6 1.245 -0.096 -0.303


R:
The following is a DFT calculation (the ωB97M-V functional and the def2-TZVPD basis) of one molecule with the formula C2H6O2.

Summary:
* HOMO energy: -10.2 eV
* SMILES: OCCO
* E_LUMO: 0.81 eV
* 2S+1: 1

Element x y z (Å)
O1 -0.213 1.417 -0.143
C1 0.691 0.392 0.300
C2 -0.127 -0.880 0.109
O2 -0.413 -0.838 -1.334
H1 -0.917 1.557 0.523
H2 1.535 0.374 -0.310
H3 1.027 0.631 1.323
H4 -1.086 -0.864 0.742
H5 0.498 -1.817 0.225
H6 -0.995 0.028 -1.436


S:
The following is a DFT calculation (the ωB97M-V functional and the def2-TZVPD basis) of a 2-piece molecular cluster, C2H6O2 overall.

Summary:
* HOMO energy: -10.0 eV
* SMILES: CC=O.O
* E_LUMO: 0.79 eV
* 2S+1: 1

Element x y z (Å)
C1 -0.907 0.900 -1.379
C2 -0.101 1.179 -0.041
O1 -0.377 0.728 1.126
H1 -1.168 -0.142 -1.321
H2 -1.837 1.577 -1.209
H3 -0.223 1.122 -2.220
H4 0.829 1.652 -0.017
O2 1.181 -2.218 0.338
H5 0.567 -1.724 0.819
H6 1.437 -3.045 0.753


Quick one: least stable of them? P


P:
The following is a DFT calculation (the ωB97M-V functional and the def2-TZVPD basis) of one molecule with the formula C3H4Cl2.

Summary:
* HOMO energy (spin up / spin down): -8.8 / -8.8 eV
* E_LUMO (spin up / spin down): -0.10 / -0.66 eV
* 2S+1: 1

Element x y z (Å)
C1 1.120 -0.018 -0.256
C2 -0.097 -0.791 0.103
C3 -1.176 0.270 0.241
Cl1 -0.952 1.486 1.499
Cl2 -1.482 0.926 -1.419
H1 1.608 0.454 0.491
H2 1.393 0.455 -1.192
H3 -0.571 -1.559 -0.474
H4 0.156 -1.222 1.007


Q:
The following is a DFT calculation (the ωB97M-V functional and the def2-TZVPD basis) of C3H4Cl2 as an isolated structure.

Summary:
* HOMO energy: -9.7 eV
* E_LUMO: 0.90 eV
* 2S+1: 1

Element x y z (Å)
C1 0.211 -0.681 1.333
C2 0.745 -0.199 0.233
C3 -0.621 0.677 -0.888
Cl1 2.203 -0.396 -0.607
Cl2 -0.596 0.240 -2.542
H1 0.750 -1.091 2.163
H2 -0.801 -0.690 1.368
H3 -1.578 0.473 -0.415
H4 -0.313 1.667 -0.644


Quick one: least stable of them? P


P:
The following is a DFT calculation (the ωB97M-V functional and the def2-TZVPD basis) of one molecule with the formula C3H4Cl2.

Summary:
* HOMO energy: -10.4 eV
* SMILES: C=CC(Cl)Cl
* E_LUMO: 0.49 eV
* 2S+1: 1

Element x y z (Å)
C1 1.657 1.720 -0.710
C2 0.990 0.589 -0.835
C3 -0.096 0.356 0.010
Cl1 -1.517 -0.443 -0.711
Cl2 0.354 -0.822 1.374
H1 1.194 2.487 -0.103
H2 2.612 2.045 -1.057
H3 1.127 -0.308 -1.515
H4 -0.468 1.298 0.612


Q:
The following is a DFT calculation (the ωB97M-V functional and the def2-TZVPD basis) of one molecule with the formula C3H4Cl2.

Summary:
* HOMO energy (spin up / spin down): -9.0 / -8.1 eV
* E_LUMO (spin up / spin down): 0.00 / -0.18 eV
* 2S+1: 1

Element x y z (Å)
C1 0.508 -0.023 -1.264
C2 0.065 0.752 -0.067
C3 -0.485 -0.283 0.957
Cl1 -2.149 -0.711 0.919
Cl2 0.536 -1.243 2.016
H1 -0.215 -0.521 -1.766
H2 1.379 -0.623 -1.043
H3 0.933 1.115 0.481
H4 -0.571 1.536 -0.232


Quick one: least stable of them? Q


P:
The following is a DFT calculation (the ωB97M-V functional and the def2-TZVPD basis) of a 2-piece molecular cluster, C5H14NOS overall.

Summary:
* total charge: -2
* HOMO energy (spin up / spin down): 3.9 / -0.4 eV
* E_LUMO (spin up / spin down): 5.77 / 5.75 eV
* 2S+1: 2

Element x y z (Å)
C1 1.660 -0.276 1.155
N1 0.794 -1.462 1.002
C2 -0.645 -1.157 0.894
C3 -1.216 -0.806 -0.559
S1 -2.583 0.286 -0.506
C4 2.789 -0.281 0.107
C5 2.159 0.158 -1.248
H1 2.088 -0.453 2.067
H2 1.205 0.775 1.200
H3 1.095 -1.971 0.082
H4 -0.762 -0.228 1.419
H5 -1.272 -1.909 1.269
H6 -0.405 -0.322 -1.167
H7 -1.488 -1.835 -1.020
H8 3.283 -1.321 -0.033
H9 3.451 0.506 0.431
H10 1.670 -0.569 -1.913
H11 1.453 1.041 -1.100
H12 2.801 0.586 -1.912
H13 -1.504 2.289 -0.032
H14 -0.055 1.934 0.115
O1 -0.534 2.662 -0.052


Q:
The following is a DFT calculation (the ωB97M-V functional and the def2-TZVPD basis) of a 2-piece molecular cluster, C5H14NOS overall.

Summary:
* total charge: -2
* HOMO energy (spin up / spin down): 3.7 / -0.2 eV
* E_LUMO (spin up / spin down): 5.86 / 5.75 eV
* 2S+1: 2

Element x y z (Å)
C1 -1.089 0.254 -0.010
C2 -1.283 0.254 -1.519
S1 -3.055 -0.061 -2.052
C3 -0.320 -0.970 0.593
N1 1.058 -0.648 0.986
C4 1.757 -1.964 1.232
C5 1.810 0.119 -0.053
H1 -2.012 0.232 0.565
H2 -0.479 1.112 0.258
H3 -0.994 1.149 -2.069
H4 -0.737 -0.550 -2.022
H5 -0.566 -1.872 0.012
H6 -0.882 -1.251 1.503
H7 2.834 -1.858 1.093
H8 1.452 -2.719 0.502
H9 1.577 -2.222 2.277
H10 1.846 1.166 0.258
H11 2.847 -0.204 -0.066
H12 1.332 0.042 -1.032
H13 -0.977 3.799 -0.139
H14 -2.349 2.880 -0.476
O1 -1.772 3.312 0.160


Quick one: least stable of them? P